{
  "formula": "C16H15BF4MoN3O4S6Se2Te2",
  "method": "ωB97M-V/def2-TZVPD",
  "elements": ["Mo", "Se", "Te", "Te", "Se", "N", "H", "H", "H", "O", "C", "O", "C", "C", "C", "C", "C", "C", "N", "O", "O", "H", "H", "H", "H", "F", "B", "F", "F", "F", "S", "C", "N", "C", "C", "C", "C", "H", "H", "H", "H", "H", "C", "S", "C", "C", "S", "S", "C", "S", "S", "H", "H", "H"],
  "xyz": [[2.81, 1.33, 1.24], [1.75, 1.36, 3.44], [3.56, 1.04, 5.19], [5.19, 2.88, 4.15], [5.07, 1.94, 1.79], [2.31, 3.47, 1.14], [2.90, 3.93, 0.45], [2.42, 3.92, 2.04], [1.33, 3.55, 0.82], [-0.37, 2.98, 0.06], [-0.16, 1.76, 0.09], [0.93, 1.21, 0.48], [-1.19, 0.76, -0.32], [-0.94, -0.64, 0.12], [-1.90, -1.74, -0.38], [-3.01, -1.20, -1.21], [-3.19, 0.09, -1.50], [-2.26, 1.10, -1.03], [-3.92, -2.18, -1.80], [-4.89, -1.79, -2.44], [-3.65, -3.35, -1.62], [0.10, -0.90, -0.05], [-1.38, -2.52, -0.95], [-4.02, 0.37, -2.13], [-2.41, 2.14, -1.31], [2.96, -0.64, 0.93], [2.85, -2.16, 1.47], [2.94, -2.04, 2.82], [3.89, -2.78, 0.86], [1.61, -2.57, 1.02], [-1.40, -0.89, 1.88], [-2.30, -2.34, 1.02], [-1.67, -3.60, 1.25], [-2.17, -4.54, 2.09], [-3.43, -4.49, 2.57], [-4.25, -3.39, 2.13], [-3.74, -2.40, 1.37], [-0.69, -3.63, 1.03], [-1.49, -5.35, 2.33], [-3.81, -5.27, 3.20], [-5.29, -3.36, 2.41], [-4.36, -1.57, 1.05], [3.37, 4.59, -3.32], [1.91, 4.39, -2.27], [1.57, 2.69, -2.57], [2.25, 1.65, -2.06], [3.66, 1.72, -1.02], [1.67, 0.07, -2.54], [0.35, 0.59, -3.53], [-0.71, -0.44, -4.25], [0.22, 2.31, -3.61], [3.68, 5.63, -3.24], [3.13, 4.36, -4.36], [4.17, 3.94, -2.97]],
  "lowdin_charge": [0.81, -0.03, 0.15, 0.10, -0.10, -0.10, 0.01, 0.04, 0.04, 0.03, -0.58, -0.31, -0.17, -0.44, -0.20, -0.14, 0.04, 0.00, -0.34, 0.06, 0.09, 0.09, 0.15, 0.12, 0.12, -0.22, -1.16, 0.16, 0.18, 0.15, 0.99, -0.57, 0.05, -0.12, -0.11, -0.09, -0.09, 0.13, 0.12, 0.09, 0.10, 0.11, -0.39, 0.82, -1.00, -1.06, 0.50, 0.94, -1.48, 0.54, 0.91, 0.03, 0.04, 0.02],
  "energy_ev": -253197.3626,
  "charge": -1
}